No. 1
Below is a molecular structure, C28H78InN6O6, with properties calculated with wB97M-V/def2-TZVPD.

Structure (XYZ):
```
119
Properties=species:S:1:pos:R:3:lowdin_charge:R:1
C -2.15 -2.42 -0.11 -0.128
C -0.66 -2.75 -0.28 -0.375
C -0.12 -3.81 0.68 -0.351
In -0.58 -3.45 2.83 0.356
C -0.51 -1.26 3.21 -0.321
H -2.38 -1.39 -0.42 0.057
H -2.76 -3.08 -0.72 0.047
H -2.47 -2.52 0.93 0.028
H -0.54 -3.08 -1.32 0.067
H -0.07 -1.84 -0.19 0.074
H 0.97 -3.85 0.59 0.012
H -0.49 -4.81 0.40 0.010
H 0.64 -4.28 3.84 -0.148
H -2.21 -4.06 3.25 -0.140
H 0.27 -0.74 2.66 -0.052
H -0.31 -1.11 4.28 -0.062
H -1.47 -0.78 2.99 -0.049
C 1.64 3.11 1.35 -0.065
C 0.63 3.04 2.49 -0.430
C 0.31 4.41 3.12 -0.210
O 1.28 4.92 4.01 -0.197
C 2.40 5.53 3.41 -0.115
N 1.07 2.04 3.45 0.063
H 2.65 3.25 1.74 0.064
H 1.63 2.16 0.81 0.063
H 1.42 3.92 0.66 0.074
H -0.32 2.69 2.07 0.137
H -0.60 4.30 3.72 0.119
H 0.10 5.15 2.33 0.115
H 2.11 6.07 2.50 0.083
H 3.18 4.80 3.15 0.075
H 2.80 6.25 4.12 0.066
H 0.34 1.87 4.14 0.069
H 1.88 2.39 3.96 0.042
C -4.42 -5.45 -5.16 -0.063
C -3.20 -5.87 -4.37 -0.427
C -2.99 -5.09 -3.07 -0.201
O -2.54 -3.76 -3.27 -0.207
C -3.55 -2.78 -3.44 -0.115
N -2.03 -5.80 -5.26 0.044
H -4.26 -4.50 -5.67 0.070
H -4.62 -6.20 -5.93 0.051
H -5.32 -5.36 -4.54 0.081
H -3.32 -6.92 -4.08 0.136
H -2.20 -5.57 -2.49 0.129
H -3.90 -5.09 -2.46 0.124
H -4.45 -3.02 -2.87 0.092
H -3.82 -2.66 -4.50 0.074
H -3.14 -1.84 -3.07 0.076
H -1.23 -6.21 -4.79 0.077
H -1.79 -4.82 -5.38 0.072
C 1.37 2.65 7.23 -0.057
C 2.22 1.51 6.68 -0.434
C 2.70 0.51 7.73 -0.195
O 3.73 1.00 8.58 -0.189
C 3.30 1.71 9.71 -0.120
N 3.31 2.08 5.89 0.042
H 1.98 3.38 7.76 0.065
H 0.88 3.18 6.41 0.062
H 0.60 2.28 7.91 0.080
H 1.60 0.93 5.98 0.128
H 3.12 -0.35 7.22 0.126
H 1.85 0.17 8.34 0.120
H 2.38 1.28 10.13 0.088
H 3.12 2.77 9.50 0.071
H 4.09 1.64 10.46 0.083
H 3.79 1.34 5.38 0.082
H 4.01 2.49 6.50 0.072
C -3.47 -9.68 -9.33 -0.073
C -2.73 -8.60 -8.55 -0.438
C -1.90 -9.14 -7.37 -0.207
O -2.68 -9.56 -6.27 -0.190
C -3.12 -10.89 -6.30 -0.114
N -3.67 -7.56 -8.14 0.041
H -4.34 -10.03 -8.78 0.063
H -3.83 -9.27 -10.28 0.072
H -2.82 -10.53 -9.55 0.076
H -2.00 -8.13 -9.23 0.134
H -1.28 -8.33 -7.00 0.115
H -1.25 -9.96 -7.70 0.117
H -2.37 -11.55 -6.75 0.088
H -4.06 -11.01 -6.86 0.072
H -3.30 -11.21 -5.27 0.087
H -3.15 -6.79 -7.72 0.053
H -4.22 -7.94 -7.38 0.059
C -0.14 -0.93 -3.65 -0.058
C 0.21 0.16 -2.64 -0.430
C 0.23 1.57 -3.23 -0.203
O 1.34 1.87 -4.06 -0.188
C 1.22 1.47 -5.41 -0.120
N 1.46 -0.19 -1.96 0.056
H 0.71 -1.15 -4.31 0.067
H -0.38 -1.85 -3.12 0.055
H -0.99 -0.65 -4.26 0.076
H -0.57 0.17 -1.87 0.133
H 0.28 2.29 -2.41 0.118
H -0.70 1.76 -3.79 0.116
H 0.19 1.60 -5.77 0.087
H 1.50 0.43 -5.56 0.073
H 1.88 2.11 -6.00 0.083
H 1.63 0.43 -1.18 0.065
H 2.24 -0.07 -2.59 0.071
C 3.10 9.84 2.46 -0.065
C 2.04 9.82 3.55 -0.436
C 1.61 11.21 4.03 -0.208
O 2.56 11.88 4.84 -0.187
C 3.54 12.62 4.15 -0.113
N 2.50 8.95 4.64 0.046
H 4.08 10.09 2.86 0.066
H 3.18 8.86 2.00 0.071
H 2.86 10.57 1.68 0.079
H 1.14 9.36 3.14 0.137
H 0.72 11.10 4.66 0.121
H 1.34 11.84 3.17 0.118
H 3.12 13.10 3.26 0.088
H 4.39 12.00 3.84 0.073
H 3.90 13.39 4.83 0.085
H 1.75 8.80 5.31 0.080
H 3.24 9.42 5.15 0.074
```

Summary:
Net charge = -1
Energy = -56696.1468 eV
LUMO energy = 1.9434 eV
Frontier orbital gap = 5.938 eV
HOMO energy = -3.995 eV

=====

No. 2
Below is a molecular structure, C28H78N22O12 at a distorted geometry, with properties calculated with wB97M-V/def2-TZVPD.

Structure (XYZ):
```
140
Properties=species:S:1:pos:R:3:lowdin_charge:R:1
C -0.71 3.04 2.33 -0.043
C -1.07 3.44 0.95 -0.466
C -2.56 3.00 0.77 -0.114
C -3.66 4.03 1.20 -0.102
C -3.29 5.34 0.43 -0.176
C -2.03 5.86 0.87 -0.480
N -0.90 4.82 0.50 -0.123
O 0.34 5.20 0.69 0.012
C -1.71 7.11 0.07 -0.041
C -2.06 6.26 2.40 -0.022
C -0.26 2.50 0.02 -0.012
H -1.37 3.44 3.10 0.075
H 0.28 3.42 2.58 0.079
H -0.70 1.97 2.53 0.087
H -2.64 2.54 -0.21 0.063
H -2.76 2.08 1.33 0.121
H -3.44 4.17 2.25 0.077
H -4.73 3.85 1.12 0.108
H -4.07 6.09 0.59 0.117
H -3.40 5.20 -0.65 0.133
H -0.94 7.60 0.67 0.070
H -1.32 6.83 -0.91 0.095
H -2.49 7.85 -0.10 0.085
H -2.28 5.47 3.11 0.054
H -1.08 6.71 2.60 0.070
H -2.79 7.04 2.64 0.084
H -0.36 1.42 0.13 0.047
H 0.80 2.73 0.04 0.098
H -0.62 2.71 -0.98 0.095
H 0.40 5.05 1.64 0.080
C 6.77 0.00 3.02 -0.044
C 5.22 -0.05 2.87 -0.485
C 5.03 0.27 1.36 -0.168
C 3.73 0.08 0.72 -0.167
C 3.12 -1.28 1.15 -0.099
C 3.31 -1.66 2.63 -0.416
N 4.65 -1.33 3.24 -0.158
O 4.76 -1.70 4.51 0.005
C 2.25 -0.97 3.49 -0.012
C 3.18 -3.17 2.73 -0.021
C 4.73 1.16 3.67 -0.032
H 7.14 0.95 2.65 0.084
H 7.28 -0.86 2.58 0.080
H 6.95 -0.04 4.09 0.073
H 5.33 1.28 1.07 0.129
H 5.64 -0.34 0.70 0.121
H 3.91 0.14 -0.35 0.111
H 3.01 0.89 0.83 0.113
H 3.35 -2.04 0.41 0.086
H 2.06 -1.06 1.04 0.082
H 2.51 -0.95 4.55 0.095
H 1.87 -0.03 3.10 0.089
H 1.39 -1.64 3.43 0.040
H 3.98 -3.58 2.11 0.095
H 3.34 -3.36 3.79 0.100
H 2.25 -3.66 2.45 0.036
H 4.76 0.95 4.74 0.084
H 3.68 1.29 3.39 0.067
H 5.17 2.14 3.49 0.089
H 5.50 -2.30 4.40 0.122
C -3.20 -1.69 0.84 -0.663
O -3.75 -0.73 0.44 0.082
N -3.62 -2.55 1.64 0.259
N -2.04 -2.01 0.38 0.102
H -4.59 -2.43 1.88 0.145
H -3.10 -3.35 1.99 0.095
H -1.39 -2.61 0.88 0.089
H -1.62 -1.30 -0.21 0.095
C -0.22 -2.27 -3.56 -0.660
O 0.62 -1.73 -2.80 0.069
N -0.78 -3.36 -3.16 0.182
N -0.56 -1.92 -4.67 0.263
H -1.46 -3.76 -3.78 0.172
H -0.30 -3.76 -2.37 0.045
H -1.38 -2.36 -5.06 0.132
H -0.23 -1.01 -4.97 0.138
C -3.37 -1.63 -2.48 -0.691
O -4.25 -1.36 -1.73 0.099
N -3.28 -1.68 -3.76 0.183
N -2.24 -2.12 -2.04 0.127
H -4.08 -1.28 -4.22 0.123
H -2.57 -2.00 -4.40 0.062
H -1.55 -2.55 -2.64 -0.087
H -2.24 -2.28 -1.04 0.024
C 0.41 -2.54 1.62 -0.547
O 1.01 -2.84 0.57 -0.070
N 0.58 -3.23 2.73 0.152
N -0.36 -1.45 1.67 0.247
H 1.07 -4.11 2.66 0.108
H -0.25 -3.24 3.30 0.152
H -0.34 -0.84 0.87 -0.153
H -0.73 -1.30 2.60 0.173
C -2.20 1.23 -3.77 -0.711
O -1.45 1.59 -2.95 0.174
N -1.89 0.57 -4.82 0.182
N -3.44 1.50 -3.84 0.220
H -2.53 0.00 -5.36 0.111
H -0.90 0.36 -4.90 0.093
H -3.96 1.90 -3.07 -0.034
H -3.95 1.08 -4.61 0.114
C -1.01 -4.50 0.53 -0.676
O -1.84 -4.62 1.42 0.035
N 0.12 -5.22 0.55 0.188
N -1.09 -3.84 -0.60 0.130
H 0.81 -5.10 -0.18 0.091
H 0.26 -5.89 1.29 0.125
H -2.02 -3.72 -0.97 0.141
H -0.22 -3.60 -1.06 -0.013
C 2.06 -3.95 -1.47 -0.560
O 0.85 -4.05 -1.66 -0.035
N 2.61 -3.33 -0.43 0.176
N 2.96 -4.41 -2.33 0.206
H 3.60 -3.48 -0.29 0.126
H 1.99 -2.98 0.29 -0.194
H 2.62 -4.98 -3.09 0.124
H 3.95 -4.41 -2.13 0.122
C -3.83 1.29 -1.01 -0.696
O -3.87 2.17 -1.85 0.045
N -2.78 0.76 -0.48 0.127
N -4.85 0.57 -0.73 0.172
H -1.90 1.27 -0.53 0.075
H -2.95 -0.06 0.07 -0.104
H -4.89 -0.35 -0.30 0.063
H -5.67 0.85 -1.25 0.130
C -0.14 -0.53 -0.51 -0.652
O -0.83 -0.06 0.35 -0.012
N -0.55 -0.38 -1.68 0.161
N 0.93 -1.33 -0.46 0.209
H -0.09 -0.85 -2.45 -0.063
H -1.46 0.05 -1.79 0.119
H 0.91 -1.95 -1.26 0.089
H 1.23 -1.71 0.43 -0.060
C 1.13 2.37 -3.12 -0.827
O 0.53 3.30 -3.56 0.068
N 0.55 1.25 -2.84 0.142
N 2.40 2.28 -2.98 0.163
H -0.45 1.31 -2.92 -0.215
H 1.05 0.58 -2.26 0.093
H 2.83 3.06 -3.45 0.116
H 2.74 1.36 -2.76 0.103
```

Summary:
Relative energy (zero: lowest compared OMol25 entry of this formula, charge and spin) = 47.1463 eV
Energy = -87615.3474 eV
LUMO energy = -0.4646 eV
Frontier orbital gap = 6.607 eV
HOMO energy = -7.072 eV

=====

No. 3
Below is 8 unconnected molecules or ions with the total composition C28H78N6O9 at a distorted geometry, with properties calculated with wB97M-V/def2-TZVPD.

Structure (XYZ):
```
121
Properties=species:S:1:pos:R:3:lowdin_charge:R:1
C 11.14 -8.05 -19.58 -0.086
O 9.86 -8.70 -19.37 -0.210
C 9.70 -9.22 -18.04 -0.197
C 8.50 -10.21 -17.97 -0.351
C 7.11 -9.48 -18.13 -0.038
N 8.51 -10.84 -16.63 0.034
H 11.51 -7.34 -18.84 0.082
H 10.80 -7.48 -20.44 0.080
H 11.94 -8.69 -19.97 0.083
H 10.64 -9.72 -17.80 0.116
H 9.71 -8.39 -17.34 0.105
H 8.74 -10.99 -18.69 0.132
H 7.01 -8.61 -18.77 0.064
H 6.79 -8.97 -17.22 0.068
H 6.33 -10.15 -18.48 0.069
H 7.68 -11.41 -16.65 0.081
H 9.32 -11.42 -16.47 0.042
C 11.12 -6.59 -6.59 -0.108
O 11.76 -6.46 -7.88 -0.228
C 10.82 -6.39 -9.07 -0.142
C 11.06 -5.18 -9.97 -0.411
C 10.16 -5.17 -11.23 -0.066
N 12.45 -5.35 -10.47 0.026
H 10.45 -7.45 -6.60 0.074
H 10.61 -5.63 -6.46 0.087
H 11.82 -6.87 -5.81 0.081
H 10.99 -7.29 -9.66 0.116
H 9.77 -6.36 -8.78 0.112
H 10.98 -4.28 -9.37 0.131
H 9.10 -5.15 -11.01 0.064
H 10.37 -6.00 -11.90 0.066
H 10.36 -4.29 -11.85 0.064
H 13.03 -5.55 -9.67 0.058
H 12.89 -4.62 -11.00 0.068
C 12.66 -5.66 -16.05 -0.107
O 13.39 -6.81 -16.42 -0.199
C 14.66 -6.59 -16.98 -0.194
C 15.48 -7.90 -17.10 -0.439
C 15.81 -8.64 -15.72 -0.039
N 16.77 -7.61 -17.61 0.013
H 13.21 -4.97 -15.42 0.086
H 11.74 -5.86 -15.49 0.076
H 12.40 -5.16 -16.98 0.087
H 14.51 -6.43 -18.04 0.117
H 15.20 -5.78 -16.48 0.130
H 14.95 -8.57 -17.77 0.129
H 14.85 -8.88 -15.24 0.059
H 16.30 -8.01 -14.98 0.074
H 16.46 -9.49 -15.92 0.065
H 17.21 -8.52 -17.69 0.070
H 16.64 -7.51 -18.61 0.073
C 11.44 -11.35 -11.11 -0.122
O 12.51 -11.88 -10.38 -0.187
C 12.19 -12.17 -8.99 -0.156
C 11.82 -10.98 -8.04 -0.465
C 12.99 -9.98 -7.86 -0.041
N 11.48 -11.39 -6.74 0.024
H 11.70 -11.30 -12.16 0.065
H 11.26 -10.36 -10.69 0.074
H 10.50 -11.88 -10.97 0.091
H 11.35 -12.86 -8.99 0.112
H 13.06 -12.68 -8.60 0.126
H 10.96 -10.44 -8.43 0.121
H 13.16 -9.36 -8.74 0.073
H 13.96 -10.43 -7.63 0.081
H 12.68 -9.28 -7.09 0.057
H 10.66 -11.98 -6.80 0.077
H 11.22 -10.58 -6.20 0.072
C 8.56 -5.51 -19.09 -0.080
O 8.98 -4.78 -17.93 -0.192
C 8.33 -5.20 -16.73 -0.207
C 8.63 -4.08 -15.71 -0.388
C 8.47 -4.42 -14.22 -0.059
N 7.66 -2.96 -16.01 0.036
H 9.37 -5.47 -19.82 0.081
H 7.61 -5.22 -19.56 0.094
H 8.68 -6.56 -18.82 0.062
H 7.27 -5.27 -16.95 0.115
H 8.42 -6.22 -16.37 0.108
H 9.62 -3.69 -15.93 0.125
H 9.10 -5.28 -13.99 0.050
H 7.43 -4.76 -14.21 0.069
H 8.61 -3.59 -13.53 0.076
H 7.04 -3.21 -16.77 0.055
H 8.34 -2.32 -16.40 0.059
C 6.39 -7.40 -12.53 -0.091
O 5.76 -7.53 -11.29 -0.202
C 6.39 -7.08 -10.14 -0.247
C 5.46 -7.18 -8.92 -0.171
N 5.26 -8.56 -8.33 -0.064
C 4.81 -9.61 -9.23 -0.219
C 3.98 -10.65 -8.44 -0.149
O 3.08 -9.97 -7.50 -0.212
C 2.10 -10.76 -6.93 -0.149
H 6.20 -6.35 -12.76 0.081
H 5.88 -7.93 -13.34 0.086
H 7.44 -7.71 -12.58 0.074
H 6.69 -6.04 -10.26 0.113
H 7.25 -7.66 -9.82 0.117
H 4.54 -6.64 -9.14 0.113
H 5.89 -6.70 -8.04 0.109
H 4.58 -8.58 -7.58 0.083
H 5.57 -10.16 -9.78 0.110
H 4.37 -9.03 -10.05 0.105
H 4.66 -11.19 -7.77 0.122
H 3.50 -11.25 -9.22 0.118
H 2.40 -11.11 -5.95 0.077
H 1.96 -11.69 -7.49 0.085
H 1.21 -10.20 -6.66 0.088
C 9.74 -8.66 -14.34 -0.101
O 8.29 -8.64 -14.62 -0.167
H 10.04 -7.63 -14.15 0.057
H 10.02 -9.25 -13.47 0.064
H 10.25 -9.09 -15.20 0.046
H 8.02 -9.43 -15.08 0.023
C 12.06 -11.92 -15.00 -0.164
O 10.90 -12.46 -15.54 -0.122
H 12.25 -12.42 -14.05 0.071
H 12.95 -12.10 -15.59 0.082
H 11.92 -10.86 -14.77 0.073
H 10.91 -13.42 -15.49 0.091
```

Summary:
SMILES = COC[C@H](C)N.COC[C@H](C)N.COC[C@H](C)N.COC[C@H](C)N.COC[C@H](C)N.COCCNCCOC.CO.CO
Energy = -57660.2655 eV
LUMO energy = 0.4428 eV
Frontier orbital gap = 8.695 eV
HOMO energy = -8.252 eV